1.
A cluster of 2 separate species, CH2F3N in total. Source: OMol25; level of theory: the ωB97M-V functional and the def2-TZVPD basis.

As for the multiplicity: 1. For the gap between HOMO and LUMO, the calculation gives 12.37 eV. The value obtained for the energy relative to the best compared isomer or geometry (same formula, charge and spin) is 306.4 kJ/mol. As for the HOMO energy: -11.581 eV. The structure (SMILES) is F/C=N\F.F.

Atoms and positions in Å:
1 F 1.59 1.20 -0.71
2 C 0.86 0.84 0.35
3 N 0.62 -0.32 0.74
4 F 0.97 -1.23 -0.21
5 H 0.41 1.73 0.79
6 F -2.28 -0.68 -0.65
7 H -2.16 -1.54 -0.30

=====

2.
An isolated molecule of C12H19NSi. Source: OMol25; level of theory: the ωB97M-V functional and the def2-TZVPD basis.

As for the multiplicity: 1. For the gap between HOMO and LUMO (spin up / spin down), the calculation gives 8.48 / 8.48 eV. The value obtained for the energy relative to the best compared isomer or geometry (same formula, charge and spin) is 470.6 kJ/mol. As for the HOMO energy (spin up / spin down): -7.709 / -7.709 eV.

Atoms and positions in Å:
1 C 3.70 -1.59 0.07
2 C 3.75 -0.49 -0.73
3 C 2.57 -1.87 0.78
4 C 2.63 0.31 -0.93
5 C 1.45 -1.03 0.82
6 C 1.54 0.14 -0.10
7 C 0.27 -1.15 1.64
8 C -0.59 0.76 0.67
9 C 1.12 2.37 0.35
10 C -1.20 -0.95 -1.76
11 C -3.19 1.46 -1.00
12 C -3.28 -0.87 0.84
13 N 0.59 1.13 0.00
14 Si -2.08 0.00 -0.28
15 H 4.48 -2.39 0.15
16 H 4.63 -0.30 -1.39
17 H 2.50 -2.60 1.65
18 H 2.64 1.22 -1.50
19 H -0.64 -1.67 1.18
20 H 0.42 -1.28 2.67
21 H -0.88 1.34 1.49
22 H 1.67 2.40 1.28
23 H 1.79 2.85 -0.47
24 H 0.41 3.28 0.61
25 H -0.80 -2.01 -1.61
26 H -2.05 -0.92 -2.49
27 H -0.27 -0.44 -2.08
28 H -3.61 1.22 -2.01
29 H -4.06 1.46 -0.33
30 H -2.86 2.40 -1.03
31 H -3.52 -1.85 0.74
32 H -2.91 -0.70 1.95
33 H -4.23 -0.24 0.81

=====

3.
A structure of composition C30H33MnN6O2PSSi. Source: OMol25; level of theory: the ωB97M-V functional and the def2-TZVPD basis.

As for the multiplicity: 6. For the gap between HOMO and LUMO (spin up / spin down), the calculation gives 7.49 / 7.57 eV. As for the HOMO energy (spin up / spin down): -6.954 / -7.156 eV.

Atoms and positions in Å:
1 Mn 11.65 8.00 12.29
2 N 6.41 8.81 6.95
3 C 7.16 8.26 7.96
4 C 8.18 8.89 8.63
5 C 8.84 8.26 9.71
6 C 8.54 6.99 10.08
7 C 7.53 6.31 9.34
8 C 6.88 6.93 8.27
9 S 9.50 6.21 11.40
10 O 8.89 5.01 11.84
11 O 10.95 6.15 11.03
12 N 9.51 7.50 12.37
13 C 8.43 7.96 13.04
14 N 8.73 8.88 14.02
15 C 7.77 9.27 14.82
16 C 6.48 8.80 14.77
17 C 6.19 7.88 13.67
18 N 7.15 7.49 12.88
19 H 6.95 9.44 6.35
20 H 6.05 8.18 6.25
21 H 8.44 9.96 8.52
22 H 9.57 8.86 10.21
23 H 7.30 5.29 9.61
24 H 6.14 6.49 7.64
25 H 8.08 10.06 15.57
26 H 5.72 9.14 15.53
27 H 5.23 7.46 13.52
28 N 13.03 7.04 15.27
29 P 11.56 8.01 15.11
30 C 11.88 9.29 16.34
31 C 12.89 9.29 17.32
32 C 13.03 10.37 18.22
33 C 11.99 11.37 18.32
34 C 10.95 11.22 17.44
35 C 10.90 10.28 16.43
36 C 10.32 7.01 16.03
37 C 10.02 7.19 17.36
38 C 8.98 6.48 17.94
39 C 8.47 5.33 17.30
40 C 8.95 4.98 16.03
41 C 9.85 5.85 15.39
42 C 13.67 6.36 14.31
43 C 14.81 5.63 14.61
44 C 15.54 5.09 13.59
45 C 15.06 5.25 12.27
46 C 13.86 5.88 12.06
47 N 13.15 6.42 13.04
48 H 13.19 6.75 16.21
49 H 13.74 8.68 17.23
50 H 13.91 10.42 18.80
51 H 11.99 12.15 19.06
52 H 10.09 11.89 17.67
53 H 10.10 10.20 15.74
54 H 10.47 8.02 17.89
55 H 8.68 6.80 18.89
56 H 7.64 4.80 17.77
57 H 8.58 4.14 15.53
58 H 10.11 5.57 14.38
59 H 15.20 5.58 15.62
60 H 16.36 4.52 13.89
61 H 15.65 4.94 11.43
62 H 13.45 5.93 11.04
63 C 13.85 8.81 9.30
64 Si 13.43 9.41 11.03
65 C 13.31 11.34 10.90
66 C 15.04 9.27 12.01
67 H 14.62 9.38 8.90
68 H 12.90 8.92 8.75
69 H 14.13 7.75 9.25
70 H 14.14 11.69 10.35
71 H 13.29 11.66 11.94
72 H 12.39 11.74 10.42
73 H 15.66 10.00 11.46
74 H 15.56 8.29 11.85
75 H 15.04 9.48 13.10

=====

| no. | strongest force on any atom (eV Å⁻¹) |
| --- | --- |
| 1 | 2.3 |
| 2 | 5.6 |
| 3 | 4.1 |